Entry from OMol25: a gas-phase ion, C5H9F3N (charge +1) (ωB97M-V with the def2-TZVPD basis set).

Values from the calculation:
SMILES: FC(F)(F)[NH+]1CCCC1
charge: +1
ΔE to the lowest compared entry with this formula, charge and spin: 0.0 kcal per mole
HOMO energy: -16.6 eV
Kohn-Sham gap: 0.487 Ha

Last column: natural (NBO) charge in e.
Atoms and positions in Å:
F: 1.44546 -0.20173 1.61280  -0.278
C: 1.74499 0.52542 0.55786  1.105
F: 1.74695 1.80707 0.87443  -0.277
F: 2.90895 0.16842 0.06369  -0.276
N: 0.71737 0.29796 -0.52383  -0.407
C: -0.55937 1.12103 -0.42616  -0.226
C: -1.56493 0.23955 0.32694  -0.435
C: -0.94195 -1.16875 0.40686  -0.427
C: 0.20076 -1.13277 -0.59535  -0.218
H: 1.20430 0.52320 -1.39443  0.459
H: -0.34577 2.08367 0.02766  0.259
H: -0.87206 1.28471 -1.45790  0.237
H: -1.76629 0.63205 1.32079  0.248
H: -2.49749 0.20658 -0.23114  0.248
H: -1.65816 -1.92446 0.08461  0.256
H: -0.58682 -1.38876 1.40860  0.242
H: -0.19069 -1.23372 -1.60941  0.234
H: 1.01472 -1.83948 -0.44601  0.255

=====

Entry from OMol25: 2 unconnected molecules or ions with the total composition C5H9FOS at a distorted geometry (ωB97M-V with the def2-TZVPD basis set).

Values from the calculation:
charge: 0
ΔE to the lowest compared entry with this formula, charge and spin: 140.6 kcal per mole
HOMO energy: -9.0 eV
Kohn-Sham gap: 0.330 Ha

Last column: natural (NBO) charge in e.
Atoms and positions in Å:
C: -2.72567 -0.74966 0.15642  -0.794
C: -0.40381 0.79215 0.26813  -0.515
C: 0.90806 0.26593 0.20635  0.051
C: 2.11093 1.00664 0.09065  -0.452
C: 1.83403 -0.01267 -0.94229  0.169
H: -3.34856 -0.20153 1.00660  0.232
H: -3.60892 -1.05036 -0.45530  0.236
H: -2.28615 -1.74927 0.51573  0.226
H: -0.31098 1.99890 0.30495  0.226
H: -1.07412 0.49936 1.34517  0.267
H: 0.34959 -1.92606 -0.01129  0.446
H: 2.05072 2.10080 -0.29137  0.254
H: 3.21874 1.02622 0.75270  0.251
H: 1.68938 0.13166 -2.12430  0.208
O: 0.88995 -0.95255 0.93944  -0.644
F: 2.34323 -1.35432 -0.78764  -0.363
S: -1.63640 0.17475 -0.97396  0.203

=====

Entry from OMol25: C5H9FS in the gas phase at a distorted geometry (ωB97M-V with the def2-TZVPD basis set).

Values from the calculation:
SMILES: F[C@H]1CC[C@@H](S)C1
charge: 0
ΔE to the lowest compared entry with this formula, charge and spin: 3.0 kcal per mole
HOMO energy: -8.8 eV
Kohn-Sham gap: 0.357 Ha

Last column: natural (NBO) charge in e.
Atoms and positions in Å:
C: -0.64958 -0.07072 0.83293  -0.340
C: -0.88016 -1.13155 -0.27271  -0.420
C: -0.92758 -0.35508 -1.59679  -0.442
C: -0.09362 0.87755 -1.32463  0.201
C: -0.47497 1.28708 0.07846  -0.450
H: 1.67926 -0.41121 0.85677  0.129
H: -1.49612 -0.08827 1.52795  0.231
H: -0.07489 -1.84435 -0.37319  0.220
H: -1.78527 -1.69639 -0.03216  0.216
H: -0.51662 -0.92524 -2.44284  0.225
H: -1.97963 -0.12995 -1.83560  0.213
H: -0.27757 1.62514 -2.07529  0.174
H: 0.31146 1.92710 0.46253  0.236
H: -1.41642 1.86347 0.00781  0.218
F: 1.25302 0.53119 -1.29543  -0.377
S: 0.77713 -0.54654 1.82871  -0.033

=====

Entry from OMol25: C5H9FS2 in the gas phase at a distorted geometry (ωB97M-V with the def2-TZVPD basis set).

Values from the calculation:
SMILES: CS[C@@H](S)[C@@H]1C[C@H]1F
charge: 0
ΔE to the lowest compared entry with this formula, charge and spin: 25.2 kcal per mole
HOMO energy: -8.9 eV
Kohn-Sham gap: 0.354 Ha

Last column: natural (NBO) charge in e.
Atoms and positions in Å:
C: -0.88760 -1.24415 -1.51779  -0.448
C: -0.40858 -0.76307 -0.19019  -0.321
C: -1.38427 0.04150 -1.02440  0.194
C: 0.22088 1.87477 1.58974  -0.719
C: 1.01408 -0.33728 -0.04382  -0.364
F: -2.68247 0.02111 -0.56571  -0.356
S: 2.01314 -1.89810 -0.15571  -0.039
S: 1.29083 0.37746 1.74881  0.131
H: -0.18743 -1.07202 -2.33710  0.229
H: -1.59602 -2.03369 -1.49959  0.248
H: -0.97211 -1.25766 0.64638  0.259
H: -1.10074 1.02613 -1.22575  0.181
H: 0.74865 2.53786 2.23166  0.230
H: -0.70804 1.56679 1.91706  0.214
H: 0.09350 2.22961 0.51760  0.212
H: 1.43729 0.41657 -0.60258  0.214
H: 3.10890 -1.48582 0.51138  0.135

=====

Entry from OMol25: a molecular structure, C5H9FeO3 at a distorted geometry (ωB97M-V with the def2-TZVPD basis set).

Values from the calculation:
charge: +1
ΔE to the lowest compared entry with this formula, charge and spin: 52.0 kcal per mole
HOMO energy (spin up / spin down): -12.0 / -12.0 eV
2S+1: 5
Kohn-Sham gap (spin up / spin down): 0.185 / 0.172 Ha

Last column: natural (NBO) charge in e.
Atoms and positions in Å:
O: 1.75866 0.40349 0.82918  -0.849
C: 0.49565 -0.00194 1.15145  0.335
C: 0.24493 -1.40420 0.60618  -0.108
O: -0.84944 -1.42308 -0.29087  -0.503
C: -0.66658 -0.81138 -1.48353  0.108
C: -1.54765 0.07846 -1.96355  -0.440
O: -0.52649 0.87304 0.65351  -0.549
C: -1.59691 1.08470 1.53998  -0.260
Fe: 2.54388 1.50684 -0.25616  1.523
H: 0.36463 -0.02840 2.25522  0.172
H: -0.01106 -2.06811 1.44047  0.221
H: 1.16351 -1.76902 0.11810  0.182
H: 0.22961 -1.10615 -2.03932  0.161
H: -1.38744 0.49846 -2.95516  0.212
H: -2.48358 0.28592 -1.44160  0.217
H: -1.28831 1.85218 2.25904  0.178
H: -2.49366 1.44091 1.00369  0.215
H: -1.85071 0.16614 2.09331  0.185

=====

Entry from OMol25: a gas-phase ion, C5H9IN (charge +1) at a distorted geometry (ωB97M-V with the def2-TZVPD basis set).

Values from the calculation:
charge: +1
ΔE to the lowest compared entry with this formula, charge and spin: 121.4 kcal per mole
HOMO energy (spin up / spin down): -13.0 / -12.4 eV
Kohn-Sham gap (spin up / spin down): 0.330 / 0.266 Ha

Last column: natural (NBO) charge in e.
Atoms and positions in Å:
C: 0.39763 -1.84291 -0.59099  -0.359
C: 1.58538 -1.79565 -1.04347  -0.043
C: -0.56220 -0.67493 -0.19991  -0.238
C: 1.19243 1.10586 -0.69109  -0.214
C: -0.47611 1.46579 0.93274  -0.418
N: 0.32800 0.35848 0.30364  -0.431
I: 3.11149 1.68141 -0.16213  0.323
H: -0.01428 -2.92167 -0.38530  0.268
H: 2.57642 -1.66819 -1.36054  0.244
H: -1.05529 -0.23072 -1.03596  0.236
H: -1.32225 -0.90454 0.54044  0.247
H: 0.71210 1.84031 -1.28730  0.199
H: 0.09067 2.38909 1.16677  0.261
H: -1.04224 1.78324 0.07947  0.219
H: -1.20500 1.08197 1.64880  0.246
H: 0.96782 -0.22814 0.83651  0.459

=====

Entry from OMol25: a gas-phase ion, C5H9IN4 (charge +2) at a distorted geometry (ωB97M-V with the def2-TZVPD basis set).

Values from the calculation:
charge: +2
ΔE to the lowest compared entry with this formula, charge and spin: 40.4 kcal per mole
HOMO energy: -17.6 eV
Kohn-Sham gap: 0.333 Ha

Last column: natural (NBO) charge in e.
Atoms and positions in Å:
C: 0.43872 -1.42533 -0.59796  0.430
C: 0.04268 1.49242 1.17761  0.227
C: 0.35420 -0.71236 1.62476  0.370
C: 0.19600 1.10422 -1.25094  0.070
C: -1.16696 1.31173 -1.92980  -0.599
N: 0.03351 1.60412 -0.02062  -0.379
N: 0.48911 -0.31924 -1.32394  -0.492
N: 0.27992 -1.68232 0.68170  -0.617
N: 0.61223 -1.06590 2.84603  -0.678
I: -0.07256 2.45223 2.87822  0.576
H: 0.45499 -2.43643 -1.15039  0.268
H: 0.95903 1.68135 -1.88116  0.290
H: -1.34563 0.70161 -2.83541  0.244
H: -1.53613 2.22846 -2.12271  0.266
H: -1.89870 0.75316 -1.27293  0.220
H: 0.42675 -0.48045 -2.34753  0.462
H: 0.02261 -2.76939 0.86655  0.473
H: 0.56580 -0.48636 3.63692  0.440
H: 1.14441 -1.95150 3.02159  0.430

=====

Entry from OMol25: 2 unconnected molecules or ions with the total composition C5H9IO at a distorted geometry (ωB97M-V with the def2-TZVPD basis set).

Values from the calculation:
charge: 0
ΔE to the lowest compared entry with this formula, charge and spin: 110.7 kcal per mole
HOMO energy (spin up / spin down): -7.9 / -7.6 eV
Kohn-Sham gap (spin up / spin down): 0.302 / 0.298 Ha

Last column: natural (NBO) charge in e.
Atoms and positions in Å:
C: -0.11457 -2.07595 0.35871  -0.466
C: 0.84736 -1.15013 -0.35012  -0.470
C: 0.20378 -0.77352 0.96279  -0.145
C: -1.27181 1.89088 -0.31365  -0.745
C: -1.77475 0.86802 0.58024  0.208
O: -1.98364 1.15915 1.94196  -0.710
I: -3.42767 -0.26913 -0.13190  0.088
H: -1.04103 -2.23408 -0.14824  0.225
H: 0.24629 -2.93421 0.93562  0.218
H: 1.76623 -1.56929 -0.41458  0.207
H: 0.51868 -0.52908 -1.20672  0.210
H: 0.51516 -0.26500 1.94664  0.225
H: -0.98925 1.51349 -1.23992  0.245
H: -0.32901 2.06903 0.18468  0.228
H: -1.92562 2.73816 -0.31403  0.220
H: -1.53597 1.93135 2.07900  0.462